No. 1
{"formula": "C36H46F5O28Ti", "method": "ωB97M-V with the def2-TZVPD basis set", "symbols": ["Ti", "O", "C", "O", "O", "H", "O", "C", "O", "C", "C", "C", "H", "H", "H", "H", "H", "H", "O", "C", "O", "C", "C", "C", "H", "H", "H", "H", "H", "H", "O", "C", "O", "C", "C", "C", "H", "H", "H", "H", "H", "H", "O", "C", "O", "C", "C", "C", "H", "H", "H", "H", "H", "H", "O", "C", "O", "C", "C", "C", "H", "H", "H", "H", "H", "H", "C", "C", "O", "C", "O", "O", "F", "H", "H", "H", "C", "C", "O", "C", "O", "O", "F", "H", "H", "H", "C", "C", "O", "C", "O", "O", "F", "H", "H", "H", "C", "C", "O", "C", "O", "O", "F", "H", "H", "H", "C", "C", "O", "C", "O", "O", "F", "H", "H", "H"], "positions_angstrom": [[-0.1250, -0.1997, -0.0251], [0.2805, -1.6664, -3.5925], [0.1719, -1.0066, -2.3893], [-0.5766, -1.5650, -1.5900], [0.7421, 0.0527, -2.1708], [0.9525, -1.2220, -4.1207], [-0.2844, 4.5036, -1.4590], [-0.3340, 3.7657, -2.4317], [0.6752, 3.6840, -3.3217], [0.4404, 2.6842, -4.3209], [-1.0647, 2.3734, -4.2251], [-1.3507, 2.7016, -2.7661], [1.1041, 1.8668, -4.0504], [0.8511, 3.0841, -5.2395], [-1.2160, 1.3123, -4.4471], [-1.5329, 3.0339, -4.9199], [-1.0718, 1.8820, -2.0682], [-2.4245, 2.9055, -2.5930], [-2.1376, 0.4806, -0.2114], [-2.9734, 1.1817, 0.3183], [-3.5350, 2.1733, -0.4192], [-4.6911, 2.7736, 0.2319], [-4.5014, 2.3613, 1.6935], [-3.5816, 1.1233, 1.7065], [-5.5216, 2.3007, -0.2814], [-4.6423, 3.8270, -0.0473], [-5.4392, 2.3035, 2.2062], [-3.9406, 3.2156, 2.1441], [-4.1616, 0.2157, 1.7997], [-2.8165, 1.1488, 2.4708], [1.7755, -0.9866, 0.6137], [3.0545, -1.0876, 0.4844], [3.7502, -0.7527, 1.5506], [4.8218, -1.7175, 1.8589], [4.3838, -3.0254, 1.0909], [3.6597, -2.3674, -0.1711], [4.8858, -1.8620, 2.9347], [5.7384, -1.2721, 1.4828], [3.7113, -3.5981, 1.7238], [5.2502, -3.6472, 0.7654], [2.8567, -2.9342, -0.6955], [4.5190, -2.1692, -0.8389], [5.6640, 3.0855, 1.0799], [4.9054, 2.6986, 0.2178], [3.6386, 3.1940, 0.0407], [2.9830, 2.4327, -1.0369], [4.1095, 1.6390, -1.7739], [5.0928, 1.4905, -0.6366], [2.3991, 3.1447, -1.6416], [2.3388, 1.7703, -0.5136], [4.6104, 2.2054, -2.5708], [3.7532, 0.7342, -2.2880], [6.1211, 1.3328, -0.9328], [4.8510, 0.6296, -0.0105], [-0.6959, -1.0172, 2.3271], [-0.4122, -1.8050, 3.1997], [-1.3277, -2.1570, 4.1044], [-0.8706, -3.2540, 4.9358], [0.6584, -3.3097, 4.7497], [0.8747, -2.6454, 3.3237], [-1.4333, -4.1040, 4.5800], [-1.2877, -3.0376, 5.9345], [0.8890, -4.3664, 4.8471], [1.2256, -2.6771, 5.4546], [0.8079, -3.4101, 2.5506], [1.7831, -2.0337, 3.2562], [3.6104, 1.5985, 3.4677], [2.2890, 1.7094, 4.1180], [2.0935, 0.4619, 4.7766], [3.2974, -0.1808, 4.8662], [3.4843, -1.1322, 5.5271], [4.1785, 0.5338, 4.1825], [1.3889, 1.6837, 3.1062], [4.1957, 2.4931, 3.4988], [3.5268, 1.2857, 2.4476], [2.2238, 2.5547, 4.8172], [-3.8502, 0.1041, -3.5870], [-2.9072, -0.8911, -4.2026], [-2.7971, -0.4689, -5.5804], [-3.5136, 0.7083, -5.8068], [-3.5598, 1.2318, -6.8507], [-4.0441, 1.1168, -4.6560], [-3.4079, -2.1291, -4.2557], [-3.5597, 0.5655, -2.6463], [-4.7862, -0.4417, -3.4128], [-1.9170, -0.9356, -3.7505], [0.5872, -4.5601, -2.3411], [-0.9295, -4.6936, -2.4308], [-1.3326, -4.5426, -1.0424], [-0.2308, -4.4262, -0.2175], [-0.3445, -4.3222, 0.9355], [0.8857, -4.4535, -0.9303], [-1.3053, -5.9074, -2.8985], [0.9886, -3.6645, -2.7992], [1.0074, -5.5089, -2.7636], [-1.4171, -3.9201, -3.0301], [-0.7829, 4.9694, 2.3103], [0.6558, 5.0619, 2.0200], [0.9299, 3.8708, 1.3095], [-0.1612, 3.2278, 1.0775], [-0.1822, 2.1218, 0.4753], [-1.2232, 3.8579, 1.5715], [1.3810, 5.0730, 3.2555], [-1.3249, 5.8327, 2.0147], [-1.0804, 4.7659, 3.3379], [0.9921, 5.9564, 1.4511], [-3.3904, -3.0531, 0.3238], [-3.5069, -2.7912, -1.1578], [-4.3280, -1.6343, -1.2387], [-5.0379, -1.4893, -0.0381], [-5.8525, -0.6005, 0.0707], [-4.6033, -2.3779, 0.8430], [-4.2062, -3.7845, -1.7186], [-2.5644, -2.5710, 0.7974], [-3.4219, -4.1329, 0.5438], [-2.5276, -2.5870, -1.6675]], "spin_multiplicity": 4, "homo_ev": [-4.723, -9.030], "max_force_ev_per_a": 5.0}

No. 2
{"formula": "C36H46IrN6S", "method": "ωB97M-V with the def2-TZVPD basis set", "symbols": ["Ir", "N", "C", "C", "N", "C", "C", "N", "H", "H", "H", "H", "H", "H", "H", "H", "H", "H", "H", "H", "H", "C", "C", "C", "C", "C", "C", "C", "C", "S", "C", "N", "C", "C", "C", "C", "C", "C", "C", "C", "H", "H", "H", "H", "H", "H", "H", "H", "H", "H", "H", "H", "H", "H", "H", "H", "C", "C", "C", "C", "C", "C", "C", "C", "C", "C", "N", "C", "C", "C", "C", "C", "N", "H", "H", "H", "H", "H", "H", "H", "H", "H", "H", "H", "H", "H", "H", "H", "H", "H"], "positions_angstrom": [[-0.1042, -0.7905, -1.0297], [-0.5480, 0.8038, 0.5648], [-1.8806, 0.7217, 1.1962], [-2.8776, 0.3439, 0.1328], [-2.3763, -0.8122, -0.6338], [-2.7045, -2.1587, -0.1090], [-1.5902, -2.6932, 0.7690], [-0.2917, -2.6068, 0.0432], [0.1762, 0.8451, 1.2757], [-0.4787, 1.6794, 0.0420], [-2.1514, 1.6736, 1.6569], [-1.8611, -0.0208, 1.9885], [-2.9832, 1.1691, -0.5685], [-3.8599, 0.1404, 0.5651], [-2.7527, -0.7494, -1.5738], [-2.8426, -2.8183, -0.9660], [-3.6452, -2.1443, 0.4452], [-1.7928, -3.7243, 1.0602], [-1.4913, -2.1105, 1.6831], [-0.2024, -3.3851, -0.6048], [0.4782, -2.7035, 0.7012], [-0.0031, 0.5964, 6.3847], [-0.0865, -0.6819, 5.5376], [0.1202, -1.9109, 6.4353], [-1.4850, -0.7597, 4.9257], [1.0093, -0.6527, 4.4753], [2.3535, -0.5646, 4.8835], [3.3947, -0.5895, 3.9847], [3.0929, -0.6802, 2.6291], [4.1841, -0.8237, 1.2938], [2.8412, -0.9286, 0.2320], [1.6626, -0.8164, 0.7828], [1.7729, -0.7227, 2.1811], [0.7351, -0.7325, 3.1196], [2.9448, -1.1480, -1.1923], [4.1971, -1.3444, -1.7736], [4.3156, -1.5675, -3.1285], [3.1594, -1.6011, -3.8871], [1.9098, -1.4084, -3.3083], [1.7545, -1.1612, -1.9448], [-0.7944, 0.5955, 7.1353], [-0.1211, 1.4883, 5.7660], [0.9478, 0.6736, 6.9109], [-0.6593, -1.9492, 7.1971], [1.0810, -1.8804, 6.9484], [0.0760, -2.8348, 5.8552], [-2.2270, -0.7972, 5.7227], [-1.6178, -1.6624, 4.3209], [-1.7078, 0.1223, 4.3191], [2.5842, -0.4996, 5.9378], [4.4207, -0.5527, 4.3254], [-0.2844, -0.8419, 2.7912], [5.0846, -1.3256, -1.1519], [5.2846, -1.7217, -3.5817], [3.2143, -1.7892, -4.9515], [1.0723, -1.4758, -3.9789], [-3.5833, 1.7285, -2.9127], [-2.5694, 2.7842, -3.3471], [-1.4008, 3.1356, -2.4288], [-1.3793, 4.4609, -1.9962], [-0.3274, 4.9986, -1.2751], [0.7727, 4.2105, -1.0109], [0.8103, 2.8765, -1.4080], [2.0946, 2.1243, -1.1976], [2.9755, 2.1809, -2.4476], [-0.2965, 2.3217, -2.0698], [-0.3048, 0.8959, -2.3474], [-0.7201, 0.5175, -3.5181], [-1.0298, -0.8398, -3.7331], [-1.4258, -1.5946, -4.8288], [-1.4219, -2.9304, -4.4086], [-1.0232, -2.9459, -3.0795], [-0.8016, -1.6786, -2.6579], [-4.3638, 1.6439, -3.6682], [-4.0709, 2.0140, -1.9805], [-3.1470, 0.7334, -2.8039], [-3.1214, 3.7120, -3.4889], [-2.2030, 2.5469, -4.3473], [-2.2154, 5.0979, -2.2539], [-0.3576, 6.0315, -0.9565], [1.6342, 4.6242, -0.5012], [1.8981, 1.0855, -0.9548], [2.6239, 2.5597, -0.3471], [2.4679, 1.7230, -3.2989], [3.9116, 1.6473, -2.2867], [3.2117, 3.2120, -2.7104], [-0.8330, 1.2398, -4.3155], [-1.6844, -1.2177, -5.8052], [-1.6796, -3.7967, -4.9945], [-0.8872, -3.8138, -2.4539]], "spin_multiplicity": 2, "homo_ev": [-13.547, -13.544], "max_force_ev_per_a": 0.6, "charge": 2, "e_above_lowest_kj_mol": 99.9}